DFT (the ωB97M-V functional and the def2-TZVPD basis) results for C40H60BBr42F3N3O6 as an isolated structure in a non-equilibrium geometry.

Positions of all 155 atoms, in Å:
C -5.68746 0.07010 2.62362
C -4.47995 -0.55155 1.83043
N -3.19152 0.08756 2.15801
C -2.13381 -0.85539 2.29873
C -1.35637 -1.26158 1.10791
C -1.72586 -0.66211 -0.28177
C -1.30863 0.85698 -0.46399
O -2.41846 1.49469 -1.09482
C -2.08207 2.34337 -2.19366
C -3.06103 1.97797 -3.39315
F -2.94078 0.68354 -3.79454
F -4.34240 2.35351 -3.19394
F -2.56650 2.76095 -4.45508
C -0.26030 -2.23122 1.27911
C 0.64375 -2.68560 0.08533
C 2.13616 -2.39347 0.52055
C 3.05484 -1.86906 -0.63107
C 2.42572 -0.72760 -1.50864
C 3.65045 -3.03003 -1.53613
C -0.06191 -2.75743 2.65960
O 0.91826 -3.68160 2.92510
B 0.48520 -5.00696 2.66092
O 0.38829 -5.57384 1.37809
O 0.16413 -5.86976 3.74621
C -0.90115 -2.31761 3.78704
C -0.63692 -2.95295 5.17919
C 0.17785 -2.05565 6.19891
N 0.97808 -0.98925 5.57210
C 1.63687 -0.25422 6.73385
C 1.35613 1.29812 6.62779
C 2.12408 -1.56486 4.86465
C 2.77026 -0.59889 3.81808
O 2.54627 -2.64809 5.09307
N -1.88612 -1.37375 3.55756
C -2.74111 -0.85518 4.65082
C -2.25831 0.63846 4.97730
C -2.32565 0.98051 6.51278
C -1.90271 2.50750 6.69408
O -1.32599 3.07209 5.49671
H -6.62220 -0.51083 2.43764
H -5.83783 1.12621 2.27777
H -5.54018 0.04601 3.73479
H -4.70410 -0.47183 0.73147
H -4.43662 -1.63919 2.08442
H -2.93529 0.81754 1.50058
H -2.84928 -0.65761 -0.33412
H -1.40206 -1.29218 -1.14703
H -1.18446 1.25249 0.58702
H -0.32277 1.00336 -0.96226
H -2.33587 3.38592 -1.91089
H -1.04002 2.19459 -2.63692
H 0.53895 -3.77180 -0.13839
H 0.30256 -2.12895 -0.81453
H 2.12140 -1.68330 1.37762
H 2.56118 -3.36701 0.88617
H 3.95767 -1.41886 -0.13059
H 1.67792 -0.09863 -0.95078
H 1.83689 -1.22841 -2.32798
H 3.21491 -0.09513 -1.97521
H 2.91670 -3.41491 -2.27951
H 4.04997 -3.81995 -0.84904
H 4.55703 -2.57951 -2.01770
H -0.43165 -5.29114 0.94313
H -0.80500 -5.82595 3.80182
H -1.64362 -3.13173 5.64696
H -0.13669 -3.94521 5.13841
H -0.53943 -1.55619 6.90151
H 0.79476 -2.74430 6.83537
H 2.74804 -0.42037 6.68154
H 1.30700 -0.70951 7.69666
H 0.66220 1.57889 7.45081
H 0.97010 1.50897 5.60609
H 2.32938 1.82747 6.79945
H 3.83182 -0.85496 3.61533
H 2.77597 0.40823 4.32574
H 2.14444 -0.47789 2.90706
H -2.69029 -1.45206 5.58646
H -3.81283 -0.82438 4.34395
H -1.19566 0.70003 4.62647
H -2.91102 1.35643 4.42351
H -1.61996 0.29092 7.03389
H -3.37861 0.91529 6.88302
H -2.79428 3.14665 6.92542
H -1.14846 2.65817 7.50140
H -0.37136 3.15155 5.60535
C -8.30617 -1.75290 -1.82641
Br -9.77908 -1.47341 -0.60429
Br -8.93295 -2.48580 -3.49087
Br -7.26488 -0.14330 -2.09377
H -7.64821 -2.48896 -1.37827
C 4.65711 0.04386 -5.95630
Br 4.80903 1.54945 -4.74601
Br 6.36657 -0.82022 -6.23492
Br 3.30181 -1.20201 -5.36407
H 4.33700 0.42547 -6.91888
C 1.46160 4.54529 -1.76122
Br 3.09583 3.82491 -2.51064
Br -0.07337 4.08775 -2.84515
Br 1.19412 4.03954 0.08714
H 1.56410 5.62352 -1.78930
C 8.67845 -3.93047 -2.42845
Br 7.48281 -3.12371 -3.70844
Br 10.44814 -4.24828 -3.14548
Br 8.74228 -2.87237 -0.81591
H 8.26571 -4.89875 -2.17017
C 1.86429 6.07179 -5.69735
Br 1.58623 7.40333 -7.06999
Br 3.08068 4.68571 -6.27601
Br 2.42627 6.87108 -4.02677
H 0.90614 5.59782 -5.51582
C 7.01321 1.62702 0.69924
Br 7.58650 -0.16633 0.24270
Br 7.55906 2.91101 -0.63890
Br 5.10993 1.71740 1.03272
H 7.51273 1.89827 1.62234
C -3.41722 -6.42327 -0.53483
Br -3.17916 -4.92969 0.67907
Br -1.80662 -7.47864 -0.68857
Br -4.94349 -7.50141 -0.04829
H -3.62029 -6.00562 -1.51426
C 10.48389 -7.78952 -1.00166
Br 8.63719 -7.28849 -0.70683
Br 11.52191 -7.68366 0.62497
Br 10.62947 -9.52553 -1.83812
H 10.90144 -7.06656 -1.69345
C 0.66677 5.34721 8.94652
Br 0.54549 4.17437 10.47934
Br 2.02224 4.75716 7.69927
Br -1.04690 5.57998 8.08225
H 0.97346 6.31995 9.31311
C 3.72533 4.77263 2.98222
Br 2.92243 3.30752 3.96372
Br 2.50010 6.25431 2.77493
Br 5.40309 5.32932 3.76147
H 3.94508 4.39950 1.98718
C -1.87515 -1.13390 -6.76467
Br -0.53675 -0.38458 -7.94084
Br -3.43922 -1.72118 -7.73668
Br -1.14809 -2.54259 -5.65339
H -2.19574 -0.33877 -6.10025
C -6.14160 1.07764 -7.27042
Br -7.13994 -0.37610 -6.47574
Br -7.29080 2.58959 -7.62685
Br -4.56393 1.60841 -6.27141
H -5.78239 0.71350 -8.22644
C 0.80106 8.21362 -10.72495
Br 1.42600 6.50203 -11.37605
Br 1.30264 9.65799 -11.90752
Br -1.10264 8.19942 -10.37464
H 1.29664 8.39240 -9.77845
C -10.76701 1.98217 -10.07790
Br -11.12150 0.80658 -8.58349
Br -9.26912 1.36573 -11.13387
Br -12.34248 2.26195 -11.16243
H -10.48986 2.94519 -9.66541

Computed properties:
Total energy (a.u.): -110608.533331
Net charge: +1
Gap between HOMO and LUMO (eV): 8.09
LUMO level (eV): -3.13
2S+1: 1

Atomic partial charges in e from the Löwdin method, atoms 1 to 99: number 1, C, carries -0.08; number 2, C, carries -0.23; number 3, N, carries 0.02; number 4, C, carries -0.15; number 5, C, carries -0.02; number 6, C, carries -0.08; number 7, C, carries -0.18; number 8, O, carries -0.13; number 9, C, carries -0.22; number 10, C, carries -0.55; number 11, F, carries 0.09; number 12, F, carries 0.11; number 13, F, carries -0.01; number 14, C, carries -0.01; number 15, C, carries -0.08; number 16, C, carries -0.13; number 17, C, carries -0.39; number 18, C, carries -0.08; number 19, C, carries -0.06; number 20, C, carries -0.11; number 21, O, carries 0.13; number 22, B, carries -0.68; number 23, O, carries 0.12; number 24, O, carries 0.15; number 25, C, carries -0.03; number 26, C, carries -0.05; number 27, C, carries -0.18; number 28, N, carries -0.08; number 29, C, carries -0.18; number 30, C, carries -0.10; number 31, C, carries -0.48; number 32, C, carries 0.02; number 33, O, carries 0.14; number 34, N, carries 0.06; number 35, C, carries -0.08; number 36, C, carries -0.15; number 37, C, carries -0.14; number 38, C, carries -0.26; number 39, O, carries -0.13; number 40, H, carries 0.08; number 41, H, carries 0.09; number 42, H, carries 0.07; number 43, H, carries 0.11; number 44, H, carries 0.12; number 45, H, carries 0.11; number 46, H, carries 0.11; number 47, H, carries 0.12; number 48, H, carries 0.12; number 49, H, carries 0.11; number 50, H, carries 0.10; number 51, H, carries 0.02; number 52, H, carries 0.12; number 53, H, carries 0.09; number 54, H, carries 0.08; number 55, H, carries 0.13; number 56, H, carries 0.12; number 57, H, carries 0.07; number 58, H, carries 0.07; number 59, H, carries 0.07; number 60, H, carries 0.08; number 61, H, carries 0.08; number 62, H, carries 0.06; number 63, H, carries 0.01; number 64, H, carries 0.11; number 65, H, carries 0.12; number 66, H, carries 0.11; number 67, H, carries 0.11; number 68, H, carries 0.14; number 69, H, carries 0.13; number 70, H, carries 0.12; number 71, H, carries 0.06; number 72, H, carries 0.05; number 73, H, carries 0.05; number 74, H, carries 0.10; number 75, H, carries 0.03; number 76, H, carries 0.07; number 77, H, carries 0.12; number 78, H, carries 0.10; number 79, H, carries 0.11; number 80, H, carries 0.11; number 81, H, carries 0.09; number 82, H, carries 0.12; number 83, H, carries 0.11; number 84, H, carries 0.07; number 85, H, carries 0.05; number 86, C, carries -1.64; number 87, Br, carries 0.57; number 88, Br, carries 0.57; number 89, Br, carries 0.55; number 90, H, carries -0.03; number 91, C, carries -1.59; number 92, Br, carries 0.53; number 93, Br, carries 0.57; number 94, Br, carries 0.57; number 95, H, carries -0.03; number 96, C, carries -1.56; number 97, Br, carries 0.53; number 98, Br, carries 0.80; number 99, Br, carries 0.59